Record 1
{"formula": "C2H5OP", "method": "ωB97M-V with the def2-TZVPD basis set", "elements": ["C", "C", "O", "P", "H", "H", "H", "H", "H"], "xyz": [[-2.363, -0.423, 0.041], [1.746, 0.233, 0.083], [0.375, -0.035, -0.079], [-0.881, 0.961, -0.293], [-3.246, 0.106, -0.295], [-1.868, -1.419, 0.093], [2.282, -0.165, -0.871], [2.051, -0.529, 0.977], [1.904, 1.271, 0.343]], "atomic_forces_ev_per_a": [[5.341, 4.093, -1.140], [0.920, -3.167, 0.600], [-0.565, -0.455, -0.236], [-3.462, -3.520, 1.090], [-0.477, -1.089, 0.181], [-1.344, 0.673, -0.093], [-0.645, 1.159, 1.661], [-0.254, 2.159, -1.985], [0.485, 0.148, -0.077]], "lowdin_charge": [-0.208, -0.188, -0.644, 0.850, -0.073, -0.026, 0.106, 0.129, 0.054], "e_tot_ha": -495.66338, "multiplicity": 1}

Record 2
{"formula": "C2H5OPS", "method": "ωB97M-V with the def2-TZVPD basis set", "elements": ["C", "C", "O", "P", "S", "H", "H", "H", "H", "H"], "xyz": [[2.393, -1.030, -0.055], [-2.041, 0.674, -0.072], [-1.057, -0.218, -0.255], [-1.853, 1.891, 1.064], [3.933, -0.707, -0.323], [1.565, -0.454, -0.598], [1.902, -1.780, 0.528], [-2.970, 0.694, -0.700], [-1.188, -0.695, -1.177], [-0.686, 1.625, 1.589]], "atomic_forces_ev_per_a": [[-4.074, 0.737, -0.794], [-0.063, 1.263, 0.452], [-0.453, -2.316, -3.611], [-3.725, 1.294, -0.946], [2.176, 0.323, -0.280], [1.448, -0.455, 0.579], [0.441, -0.579, 0.523], [1.054, -0.437, 0.452], [0.387, 1.237, 2.793], [2.808, -1.067, 0.832]], "lowdin_spin": [0.743, 0.000, 0.002, 0.001, 1.123, 0.071, 0.061, 0.000, 0.000, 0.000], "e_tot_ha": -893.79460, "multiplicity": 3, "s2": 2.005}

Record 3
{"formula": "C2H5OPS2", "method": "ωB97M-V with the def2-TZVPD basis set", "elements": ["C", "C", "O", "P", "S", "S", "H", "H", "H", "H", "H"], "xyz": [[-0.056, 0.717, 0.047], [0.242, -0.710, 0.451], [2.203, -1.575, 1.946], [1.398, -2.845, -2.043], [2.818, -1.905, -1.085], [2.099, -0.706, 0.837], [0.347, 1.352, 0.765], [0.623, 0.976, -0.793], [-1.103, 0.661, -0.202], [0.144, -1.497, -0.254], [-0.063, -1.011, 1.510]], "atomic_forces_ev_per_a": [[0.659, -2.141, -1.889], [2.762, 0.509, 2.756], [0.954, -2.635, 3.303], [0.623, 0.451, 0.480], [-0.652, -0.238, -0.167], [-1.680, 1.857, -3.435], [-0.507, 1.415, 1.734], [-0.941, -0.265, -0.281], [-0.357, 1.320, -0.114], [-0.728, -0.652, -0.797], [-0.136, 0.380, -1.591]], "lowdin_charge": [-0.161, -0.432, -0.575, 0.254, 0.042, 0.628, 0.038, 0.081, 0.078, -0.060, 0.106], "e_tot_ha": -1292.06472, "multiplicity": 1}

Record 4
{"formula": "C2H5PS", "method": "ωB97M-V with the def2-TZVPD basis set", "elements": ["C", "C", "P", "S", "H", "H", "H", "H", "H"], "xyz": [[1.342, 1.002, -1.060], [0.475, 0.157, -0.600], [-1.673, -1.053, 0.926], [-0.412, 0.590, 0.922], [1.725, 0.886, -2.051], [1.627, 1.765, -0.341], [0.017, -0.705, -1.002], [-2.149, -0.637, 2.238], [-2.831, -0.391, 0.143]], "atomic_forces_ev_per_a": [[0.737, 0.328, 0.004], [-1.871, 0.336, 2.066], [-2.094, 0.849, 0.026], [1.047, 0.067, -0.416], [0.620, 0.183, -0.231], [0.292, 0.427, -0.729], [0.087, -0.779, -1.073], [-0.045, -0.469, -0.779], [1.227, -0.941, 1.131]], "lowdin_charge": [-0.104, -0.581, 0.401, 0.412, 0.054, 0.053, 0.004, -0.141, -0.098], "e_tot_ha": -818.68490, "multiplicity": 1}

Number 1: molecular weight 76.0 u. Number 2: molecular weight 108.1 u. Number 3: molecular weight 140.2 u. Number 4: molecular weight 92.1 u.